Entry 1:
120
Properties=species:S:1:pos:R:3:forces:R:3 method="wB97M-V/def2-TZVPD" relative_energy_ev=3.422 lumo_energy_ev=0.45 smiles=CC(C)O.CC(C)O.CC(C)O.CC(C)O.CC(C)O.CC(C)O.CC(C)O.CC(C)O.CC(C)O.CO.CO homo_lumo_gap_ev=10.100 homo_ev=-9.65
C 0.488 -2.009 -3.402 -0.2 -1.1 -0.3
C 0.657 -1.202 -4.666 1.4 0.4 1.5
C -0.667 -0.722 -5.129 -0.7 1.5 0.1
O 1.552 -0.139 -4.272 -0.4 0.4 -0.9
H 0.126 -1.437 -2.548 -0.7 0.2 -0.4
H 1.415 -2.419 -3.002 0.3 -0.3 -0.5
H -0.169 -2.818 -3.722 -0.2 -0.4 0.9
H 1.137 -1.770 -5.462 0.1 -0.3 0.0
H -1.154 -0.130 -4.354 -0.1 -0.3 0.5
H -1.324 -1.553 -5.385 0.1 0.1 -0.3
H -0.599 0.044 -5.902 0.2 -0.5 -0.6
H 1.999 -0.476 -3.492 0.2 0.3 0.0
C -2.751 5.723 4.434 0.3 -0.8 -1.8
C -3.833 4.735 4.829 0.9 0.9 0.9
C -3.401 3.324 4.958 0.1 -2.0 -0.7
O -4.225 5.106 6.140 -1.3 0.5 0.5
H -2.293 5.334 3.524 0.1 0.0 -0.4
H -1.895 5.773 5.107 -0.3 0.3 0.5
H -3.203 6.668 4.134 0.3 0.2 0.6
H -4.654 4.870 4.125 -0.3 -0.2 0.3
H -4.199 2.684 5.333 -0.3 0.4 0.4
H -2.563 3.190 5.641 0.1 0.2 0.0
H -3.178 2.794 4.032 0.5 0.4 -0.4
H -3.417 5.310 6.617 0.0 0.0 0.1
C 0.415 -6.557 -0.583 2.3 -0.4 -0.4
C 1.450 -7.758 -0.726 -2.4 0.8 0.5
C 1.654 -8.562 0.564 0.5 0.0 -0.6
O 0.890 -8.593 -1.727 0.5 -0.6 -0.7
H 0.876 -5.801 0.053 -0.5 0.0 0.6
H -0.575 -6.906 -0.291 0.2 0.1 0.2
H 0.387 -6.054 -1.550 -0.4 -0.3 -0.2
H 2.405 -7.426 -1.134 -0.1 0.2 0.1
H 2.468 -9.245 0.320 0.1 -0.2 0.4
H 0.782 -9.168 0.808 -0.2 0.1 -0.1
H 1.912 -7.980 1.449 0.1 0.2 -0.2
H 0.213 -9.163 -1.356 0.0 0.1 0.2
C -5.061 1.953 -1.626 1.0 -0.8 -1.3
C -4.908 0.849 -2.706 0.1 -0.8 0.5
C -3.624 -0.029 -2.596 0.0 -0.1 0.6
O -6.059 0.006 -2.545 -0.2 0.2 0.2
H -5.119 1.502 -0.635 -0.3 0.2 0.0
H -5.902 2.583 -1.915 -0.1 -0.1 0.5
H -4.152 2.549 -1.702 0.0 0.2 0.3
H -4.972 1.339 -3.677 0.2 0.0 -0.2
H -3.635 -0.646 -1.697 -0.3 0.4 0.5
H -2.671 0.499 -2.562 -0.2 0.4 -0.1
H -3.485 -0.825 -3.327 -0.5 0.4 -0.7
H -6.075 -0.717 -3.177 0.3 0.1 -0.2
C 1.266 -3.860 3.205 -0.5 0.6 0.6
C 1.002 -2.705 4.158 0.8 -0.6 0.4
C 1.422 -1.411 3.576 0.7 0.6 0.6
O -0.346 -2.589 4.520 -1.5 0.3 -0.2
H 0.708 -3.632 2.297 -0.1 -0.3 -0.1
H 0.875 -4.743 3.710 0.3 -0.5 -0.5
H 2.325 -3.896 2.946 0.0 -0.4 0.2
H 1.517 -2.782 5.115 0.6 -0.6 -0.1
H 0.736 -1.111 2.783 0.2 0.3 0.0
H 2.459 -1.494 3.251 -0.1 0.0 -0.5
H 1.490 -0.751 4.440 -0.5 0.8 -0.5
H -0.670 -3.376 4.964 0.1 -0.2 0.0
C 3.474 -0.997 0.377 0.2 -0.1 1.1
C 4.020 0.459 0.228 1.8 -2.3 0.6
C 5.579 0.321 0.219 -1.3 0.4 0.2
O 3.591 1.012 -0.932 -0.5 0.8 -1.9
H 3.987 -1.437 1.233 -0.1 -0.1 0.3
H 3.691 -1.703 -0.424 0.4 0.6 -0.5
H 2.412 -1.150 0.570 -0.2 0.6 0.1
H 3.768 1.140 1.041 -0.3 -0.4 0.7
H 5.821 -0.133 1.181 0.5 0.2 0.0
H 6.016 1.313 0.111 0.2 -0.1 0.1
H 5.932 -0.323 -0.586 -0.2 0.0 0.0
H 2.663 0.770 -0.976 -0.7 0.4 -0.5
C -4.298 -2.032 1.421 -0.1 0.1 1.4
C -3.100 -1.237 1.965 -0.1 -0.4 -1.0
C -3.375 -0.139 3.014 0.9 0.4 0.2
O -2.022 -2.153 2.216 -0.4 0.2 -0.1
H -3.992 -2.891 0.824 0.2 0.6 -0.6
H -4.963 -1.299 0.963 -0.1 -0.4 -0.5
H -4.871 -2.525 2.206 -0.1 0.2 0.5
H -2.764 -0.662 1.102 0.2 -0.1 -0.2
H -2.951 0.781 2.611 0.1 0.1 0.0
H -2.796 -0.286 3.926 -0.1 -0.3 0.2
H -4.381 0.168 3.300 -0.3 -0.8 -0.2
H -1.627 -2.101 3.090 0.0 0.2 0.5
C 2.527 4.301 -4.759 0.8 -0.2 -0.7
C 2.067 5.344 -3.763 0.1 -1.1 0.3
C 2.116 6.757 -4.244 0.1 -0.3 -0.2
O 0.719 5.027 -3.364 0.3 0.2 0.8
H 2.187 3.283 -4.563 -0.4 0.2 0.3
H 3.610 4.184 -4.767 0.2 0.3 0.1
H 2.270 4.573 -5.782 -0.3 0.0 -0.1
H 2.739 5.256 -2.909 -0.5 -0.2 0.6
H 1.452 6.727 -5.109 0.1 0.9 -0.2
H 3.142 7.018 -4.503 -0.1 0.1 -0.3
H 1.786 7.436 -3.458 -0.2 0.0 -0.2
H 0.184 4.822 -4.134 0.1 0.0 -0.2
C -0.789 4.953 0.730 1.1 -0.3 0.3
C 0.533 4.619 -0.035 -0.8 0.3 0.9
C 1.701 4.010 0.769 -0.8 -0.2 -0.6
O 0.122 3.684 -1.025 0.1 -0.5 0.2
H -1.384 5.675 0.172 -0.1 -0.2 -0.1
H -0.624 5.351 1.731 0.2 0.2 0.0
H -1.326 4.016 0.875 -0.2 0.0 -0.2
H 0.890 5.534 -0.507 0.0 0.1 -0.2
H 1.995 4.552 1.668 -0.1 0.1 -0.2
H 2.526 3.909 0.064 0.3 0.1 0.2
H 1.423 2.989 1.027 0.0 -0.1 0.3
H 0.457 3.948 -1.885 0.1 0.3 -0.6
C 4.127 -4.980 -0.146 -0.6 -1.2 -0.6
O 5.497 -4.866 0.144 0.1 0.6 0.4
H 3.475 -4.107 -0.200 0.7 0.8 0.2
H 4.091 -5.442 -1.132 -0.3 -0.1 -0.1
H 3.618 -5.645 0.552 0.0 -0.3 0.1
H 5.615 -5.028 1.083 0.1 0.2 0.0
C -0.216 0.162 -0.095 0.0 0.7 0.5
O 0.647 0.888 -0.958 0.4 -1.2 0.1
H -0.162 0.504 0.938 0.2 0.3 0.3
H -1.257 0.321 -0.374 -0.1 -0.5 -0.3
H 0.080 -0.885 -0.030 -0.2 0.0 -0.5
H 0.505 1.832 -0.857 -0.3 0.7 0.0

Entry 2:
154
Properties=species:S:1:pos:R:3:forces:R:3 method="wB97M-V/def2-TZVPD" lumo_energy_ev=-0.85 homo_lumo_gap_ev=6.841 homo_ev=-7.69
Ca 0.417 -6.164 11.684 -0.1 0.0 -1.2
C 4.806 -6.500 11.218 -0.6 -0.3 0.1
F 4.828 -7.395 12.216 0.1 0.1 0.0
F 6.042 -6.120 10.959 0.3 0.1 -0.1
F 4.301 -7.115 10.141 0.1 0.0 0.0
S 3.736 -5.060 11.631 0.3 0.7 -0.4
O 2.504 -5.722 12.132 0.0 -0.2 0.4
O 4.447 -4.306 12.617 -0.1 -0.3 0.4
O 3.518 -4.411 10.368 -0.2 -0.1 -0.2
C 1.858 -5.905 7.236 0.2 0.0 0.2
F 2.819 -6.696 7.701 0.1 -0.1 -0.1
F 2.231 -4.638 7.409 0.1 0.0 -0.1
F 1.703 -6.133 5.930 0.1 -0.1 0.0
S 0.295 -6.222 8.095 -0.8 -0.4 0.1
O -0.605 -5.249 7.515 0.0 0.2 0.1
O -0.042 -7.597 7.838 0.1 -0.2 -0.2
O 0.631 -5.973 9.489 0.4 0.5 -0.2
C 0.291 -10.571 10.072 -0.3 0.0 0.0
N 1.243 -9.480 10.399 -0.2 -0.2 0.2
O 2.407 -9.758 10.456 0.2 0.2 0.0
O 0.754 -8.380 10.635 0.2 -0.3 0.5
H -0.649 -10.117 9.787 0.1 0.1 -0.3
H 0.140 -11.153 10.980 0.2 0.0 0.0
H 0.733 -11.199 9.307 0.0 0.1 -0.1
C -0.205 -2.507 9.150 0.8 -0.5 -0.2
N -0.711 -2.809 10.498 -0.4 -0.6 -0.1
O -0.495 -3.940 10.926 -0.1 0.3 0.5
O -1.374 -1.986 11.072 0.0 0.1 0.2
H -0.833 -3.016 8.419 -0.3 0.2 0.1
H 0.752 -3.023 9.062 0.1 0.3 0.1
H -0.145 -1.434 9.055 -0.1 0.1 -0.2
C 3.462 -5.829 3.669 -0.2 0.0 -0.3
N 3.919 -6.696 2.551 0.5 0.0 0.3
O 3.094 -7.226 1.844 -0.2 -0.1 -0.1
O 5.128 -6.804 2.423 -0.2 -0.1 -0.1
H 3.763 -6.282 4.607 0.3 0.0 0.0
H 2.384 -5.761 3.624 0.0 0.1 -0.1
H 3.922 -4.867 3.486 0.0 0.1 0.3
O -0.971 -11.579 3.591 0.3 0.5 -0.3
P -1.955 -12.062 4.565 -0.5 0.5 0.0
N -2.076 -13.691 4.743 -0.3 0.3 0.7
C -1.052 -14.382 5.508 -0.5 -0.7 0.0
C -3.095 -14.481 4.096 0.3 -0.2 -0.3
N -3.489 -11.516 4.187 0.1 -0.5 -0.4
C -3.635 -10.395 3.276 0.0 0.1 0.4
C -4.722 -12.008 4.755 0.1 0.5 0.6
N -1.595 -11.502 6.085 0.5 -0.3 0.4
C -2.251 -12.008 7.268 0.5 0.2 -0.1
C -0.995 -10.180 6.259 -0.4 -0.6 -0.2
H -1.518 -15.064 6.233 0.0 0.1 0.0
H -0.454 -13.666 6.062 0.2 -0.1 -0.2
H -0.444 -15.016 4.855 0.2 0.2 0.0
H -3.851 -14.858 4.793 0.1 -0.1 0.0
H -2.624 -15.321 3.578 -0.1 -0.1 0.0
H -3.584 -13.872 3.342 -0.1 -0.1 -0.1
H -4.488 -10.565 2.617 0.1 0.0 -0.2
H -3.823 -9.480 3.854 -0.1 0.1 -0.2
H -2.706 -10.269 2.728 -0.1 0.0 -0.2
H -4.532 -12.497 5.711 0.0 -0.4 -0.2
H -5.374 -11.168 5.029 0.0 0.0 -0.2
H -5.260 -12.657 4.061 -0.1 -0.1 0.1
H -1.501 -12.084 8.065 -0.2 0.0 0.2
H -3.040 -11.317 7.592 -0.2 -0.2 0.1
H -2.628 -13.011 7.082 -0.3 0.1 0.1
H -0.149 -10.222 6.950 0.0 0.1 0.0
H -1.753 -9.507 6.679 0.2 0.3 -0.1
H -0.657 -9.854 5.279 0.1 0.3 0.1
O 2.357 -3.093 3.149 0.4 0.0 0.2
P 0.987 -2.630 3.419 -0.5 0.7 -0.3
N 0.552 -1.380 2.397 0.1 -0.8 0.1
C -0.803 -0.959 2.149 -0.4 0.2 0.0
C 1.567 -0.424 2.034 0.1 0.7 -0.4
N 0.790 -2.112 4.980 0.7 -0.3 0.2
C 1.928 -2.013 5.883 -0.2 -0.4 0.5
C -0.375 -1.399 5.414 -1.1 -0.3 -0.1
N -0.238 -3.716 3.157 -0.4 0.1 -0.1
C -0.516 -4.713 4.181 0.4 -0.4 0.0
C -0.239 -4.288 1.810 0.3 -0.8 0.2
H -1.507 -1.789 2.143 0.2 -0.2 0.0
H -0.838 -0.481 1.166 -0.1 0.1 0.1
H -1.197 -0.258 2.899 0.2 0.2 -0.1
H 2.571 -0.803 2.206 -0.1 -0.2 0.2
H 1.445 0.529 2.570 0.1 -0.1 0.1
H 1.497 -0.182 0.965 0.0 -0.1 0.1
H 2.804 -2.508 5.475 0.0 0.2 -0.3
H 2.140 -0.971 6.136 0.2 0.0 -0.1
H 1.706 -2.555 6.811 -0.1 0.3 -0.1
H -0.331 -0.312 5.280 0.3 0.0 0.2
H -1.265 -1.739 4.871 0.2 0.0 -0.2
H -0.613 -1.645 6.456 0.3 0.2 0.0
H 0.270 -5.483 4.216 -0.1 0.2 0.1
H -0.591 -4.254 5.164 0.0 -0.1 0.0
H -1.436 -5.257 3.960 -0.1 0.3 -0.1
H -1.167 -4.839 1.649 -0.2 0.3 -0.1
H 0.560 -5.042 1.721 0.0 0.1 -0.1
H -0.076 -3.546 1.035 -0.1 0.2 0.1
O 5.063 -12.555 6.501 -0.2 -0.6 -0.4
P 4.838 -11.240 5.879 -0.2 0.3 0.6
N 5.580 -11.067 4.429 1.0 -0.4 -0.3
C 5.579 -9.823 3.683 -0.7 -0.1 -0.2
C 5.954 -12.264 3.676 -0.3 0.4 -0.2
N 5.378 -9.961 6.779 -0.4 0.6 -0.4
C 6.784 -9.659 6.862 0.6 -0.5 -0.5
C 4.604 -9.555 7.931 0.3 0.5 0.4
N 3.227 -10.902 5.665 -0.6 0.4 0.2
C 2.708 -9.539 5.476 -0.2 -0.6 1.0
C 2.334 -12.013 5.362 0.1 -0.4 -0.3
H 6.249 -9.932 2.831 0.2 0.2 0.1
H 5.855 -8.974 4.308 0.2 -0.1 -0.1
H 4.593 -9.586 3.253 0.1 -0.1 0.0
H 5.206 -12.470 2.899 0.1 -0.2 0.1
H 6.030 -13.107 4.356 0.0 0.0 0.0
H 6.906 -12.097 3.165 0.1 -0.1 0.1
H 7.232 -10.066 7.777 -0.1 0.2 0.1
H 7.302 -10.153 6.035 -0.1 0.1 0.0
H 7.004 -8.591 6.775 -0.2 0.1 0.2
H 5.158 -9.792 8.847 -0.3 -0.2 0.1
H 4.445 -8.473 7.962 0.0 0.0 -0.2
H 3.631 -10.031 7.921 0.0 -0.2 0.2
H 1.777 -9.570 4.917 0.2 0.0 -0.6
H 2.409 -9.128 6.451 0.2 0.2 -0.1
H 3.465 -8.892 5.046 -0.2 0.2 -0.2
H 2.575 -12.479 4.395 0.0 0.0 0.1
H 1.300 -11.685 5.269 0.0 0.2 0.1
H 2.395 -12.793 6.124 0.1 0.1 0.0
O -1.685 -6.856 11.080 0.4 -0.1 0.7
P -3.161 -6.786 10.915 -0.8 0.3 0.1
N -3.830 -5.741 12.007 0.5 0.0 0.0
C -5.109 -5.090 11.850 0.1 0.6 -0.1
C -3.046 -5.306 13.163 0.1 0.3 -0.6
N -3.840 -8.263 11.136 0.6 -0.6 0.1
C -3.057 -9.482 11.121 0.3 -0.4 0.1
C -5.274 -8.437 11.192 -0.1 0.2 -0.5
N -3.704 -6.274 9.453 -0.5 0.8 0.3
C -3.637 -7.191 8.337 0.5 -0.8 -0.5
C -3.488 -4.854 9.116 0.5 -0.5 -0.5
H -5.785 -5.357 12.664 -0.1 -0.1 -0.1
H -5.527 -5.317 10.874 -0.2 -0.2 0.1
H -4.986 -3.998 11.854 0.0 -0.1 0.2
H -3.675 -5.252 14.051 0.0 -0.1 0.1
H -2.602 -4.319 12.970 -0.2 0.0 0.1
H -2.218 -5.990 13.328 -0.1 -0.2 0.2
H -2.054 -9.319 11.516 -0.1 0.2 -0.1
H -3.509 -10.236 11.771 -0.2 0.1 -0.1
H -2.948 -9.923 10.118 -0.2 0.1 0.0
H -5.606 -9.146 10.427 0.0 -0.2 0.2
H -5.596 -8.762 12.183 -0.1 -0.1 0.0
H -5.762 -7.502 10.927 -0.1 0.0 0.2
H -2.618 -7.343 7.957 0.0 0.2 0.1
H -3.990 -8.178 8.645 -0.2 0.1 0.0
H -4.236 -6.860 7.488 -0.2 0.2 0.2
H -3.808 -4.197 9.917 0.0 0.0 0.1
H -4.046 -4.620 8.209 -0.1 0.0 0.1
H -2.430 -4.703 8.880 -0.1 0.2 0.1

Entry 3:
127
Properties=species:S:1:pos:R:3:forces:R:3 method="wB97M-V/def2-TZVPD" relative_energy_ev=2.618 lumo_energy_ev="2.23 / 2.20" charge=-1 homo_lumo_gap_ev="1.857 / 8.737" multiplicity=2 homo_ev="0.37 / -6.53"
C 0.210 -0.631 0.089 -0.5 -0.1 2.3
O 0.614 0.413 -0.301 2.0 3.8 -2.5
N -0.457 -1.523 -0.557 -2.1 -2.6 -3.8
N 0.280 -0.974 1.354 0.7 -0.6 3.6
H -0.795 -1.350 -1.492 -0.1 0.2 -0.1
H -0.816 -2.338 -0.079 0.3 0.0 -0.1
H -0.300 -1.773 1.568 0.4 -0.1 0.9
H 0.594 -0.361 2.092 -0.1 0.0 -0.7
C -5.407 1.145 -5.097 4.4 -0.3 0.1
C -6.099 -0.178 -4.976 -0.2 1.2 1.5
C -5.923 -0.854 -3.529 0.0 1.8 -1.9
O -4.609 -1.308 -3.436 0.3 -0.8 0.4
C -4.374 -2.005 -2.217 1.0 -1.4 -0.4
N -7.435 0.338 -5.138 -2.8 -1.5 0.2
H -4.335 0.950 -5.050 0.6 0.2 0.0
H -5.532 1.855 -4.279 -0.7 -0.2 0.1
H -5.498 1.647 -6.060 -0.6 -0.1 0.0
H -5.808 -0.861 -5.775 -0.1 -0.1 0.1
H -6.735 -1.562 -3.364 0.2 -0.5 0.0
H -5.984 -0.061 -2.785 -0.7 0.3 0.2
H -3.311 -2.229 -2.122 0.3 1.1 0.1
H -4.654 -3.055 -2.286 -1.2 0.0 0.0
H -4.759 -1.551 -1.303 -0.1 0.3 -0.2
H -7.513 1.066 -4.442 -0.4 0.0 0.1
H -7.493 0.836 -6.014 -0.1 -0.1 -0.2
C -1.291 -3.138 -4.586 0.6 -1.6 0.6
C -0.441 -2.055 -4.027 -0.4 3.7 -1.6
C 0.289 -1.277 -5.270 -0.5 -0.9 1.0
O 1.057 -0.144 -4.944 0.4 0.3 0.3
C 2.104 -0.370 -3.931 -1.2 -0.1 -2.1
N -1.395 -1.059 -3.395 0.6 -0.3 -0.6
H -1.473 -3.778 -3.723 -1.0 -0.1 -0.1
H -0.756 -3.815 -5.252 0.2 0.2 -0.3
H -2.189 -2.776 -5.088 0.0 0.0 0.3
H 0.166 -2.312 -3.159 0.7 -0.6 -0.7
H -0.438 -0.943 -6.010 -1.0 0.6 0.7
H 0.716 -1.983 -5.982 1.5 -0.6 0.6
H 1.543 -0.518 -3.009 0.9 -0.4 0.3
H 2.794 0.474 -3.904 -0.6 0.3 0.1
H 2.688 -1.157 -4.409 0.1 -0.7 1.1
H -0.930 -0.162 -3.391 0.6 0.4 0.4
H -2.097 -0.863 -4.094 -0.7 -0.3 0.0
C 0.559 -1.182 5.265 -1.2 -1.3 0.5
C 0.551 0.194 4.737 1.7 1.0 -0.3
C -0.769 0.886 4.753 -0.6 0.7 -1.1
O -0.602 2.138 4.046 -0.5 0.0 1.0
C -1.880 2.679 3.705 0.8 -0.3 -0.7
N 1.613 0.939 5.404 0.0 1.7 0.8
H 0.400 -1.277 6.339 0.4 0.7 0.3
H 1.480 -1.718 5.038 -0.2 -0.2 -0.3
H -0.357 -1.658 4.917 0.3 -0.7 -0.6
H 0.817 0.232 3.681 -0.2 -0.6 -0.3
H -1.270 0.956 5.719 0.3 0.5 0.4
H -1.483 0.343 4.134 0.0 -0.7 -0.1
H -2.465 2.921 4.591 -0.2 0.0 0.0
H -2.357 1.959 3.040 -0.6 -0.3 0.3
H -1.742 3.534 3.043 0.3 0.3 0.5
H 1.571 1.912 5.136 -0.7 0.5 0.1
H 2.554 0.754 5.088 -0.1 -1.1 -0.1
C 3.865 -1.446 1.455 1.2 0.7 0.0
C 3.889 -0.468 2.632 -2.0 0.0 -0.3
C 4.532 -0.922 3.904 0.7 -1.9 -0.4
O 4.259 -0.117 5.024 -0.8 0.8 -2.1
C 4.610 -0.572 6.266 1.1 0.1 0.9
N 4.337 0.894 2.334 -0.3 -0.7 0.1
H 4.879 -1.518 1.061 0.1 -0.7 -0.1
H 3.290 -1.010 0.638 -0.2 0.0 0.2
H 3.398 -2.384 1.752 0.3 -0.1 -0.1
H 2.808 -0.466 2.777 -0.3 0.7 0.8
H 5.603 -1.042 3.741 0.6 0.5 0.0
H 4.245 -1.972 3.967 -0.5 -0.3 1.0
H 5.650 -0.343 6.500 0.7 -0.4 -0.4
H 4.451 -1.649 6.330 -0.3 0.0 0.6
H 4.152 0.088 7.002 -0.9 -0.6 0.0
H 3.768 1.426 2.977 0.3 0.8 0.0
H 5.268 0.856 2.721 0.4 0.9 -0.1
C -2.785 1.784 -1.159 0.5 -1.1 1.3
C -1.777 2.967 -0.954 -1.7 -2.0 -1.9
C -1.420 3.185 0.441 -2.5 -0.4 3.6
O -1.196 4.484 0.868 1.4 2.5 -0.8
C -0.037 5.027 0.226 0.1 0.2 -0.1
N -0.612 2.596 -1.666 1.3 0.5 -2.0
H -2.838 1.325 -2.147 0.0 0.8 -0.4
H -3.782 1.830 -0.721 -0.2 0.9 -0.3
H -2.421 0.934 -0.583 0.6 -0.3 0.2
H -2.313 3.785 -1.436 0.4 0.8 0.3
H -0.676 2.568 0.946 0.6 -0.6 -1.0
H -2.300 2.946 1.038 -0.4 -0.2 0.0
H 0.265 6.010 0.589 -0.3 -0.2 0.8
H -0.136 5.225 -0.841 -0.6 -0.3 -0.3
H 0.800 4.334 0.308 0.2 -0.1 0.3
H -0.339 1.648 -1.447 0.1 -0.2 0.2
H 0.137 3.173 -1.309 0.4 -0.2 -0.4
C 3.757 3.169 -1.902 0.8 1.5 -0.8
C 4.707 2.623 -0.856 -1.4 0.0 0.3
C 4.721 3.616 0.415 0.0 -1.0 -0.5
O 5.295 4.864 0.073 1.0 1.1 -1.2
C 5.741 5.795 1.066 -0.9 -1.1 0.7
N 4.215 1.220 -0.634 0.6 1.5 1.0
H 3.941 2.663 -2.850 -0.1 0.1 -0.1
H 3.966 4.234 -2.001 0.3 0.2 -0.5
H 2.679 3.188 -1.739 0.0 -0.8 0.7
H 5.709 2.532 -1.276 0.1 0.4 0.1
H 5.240 3.128 1.241 0.3 0.1 0.1
H 3.683 3.753 0.717 -0.3 0.0 0.2
H 6.560 5.380 1.653 -0.2 -0.4 0.5
H 4.867 6.079 1.652 0.1 -0.2 0.7
H 6.143 6.769 0.787 -0.1 -0.3 -1.5
H 4.392 1.101 0.353 0.4 -0.9 0.4
H 3.210 1.305 -0.582 -0.6 -0.2 -0.4
C -1.940 -5.014 -0.917 0.9 0.4 0.9
C -2.591 -4.825 0.478 0.1 1.4 0.8
C -2.208 -3.630 1.428 1.5 -1.4 -0.8
O -0.789 -3.358 1.419 -0.1 -0.4 -0.6
C 0.206 -4.391 1.671 -1.0 0.8 0.1
N -4.027 -4.754 0.256 -0.1 -0.5 -0.2
H -2.587 -5.353 -1.726 -0.5 -0.1 0.5
H -1.163 -5.769 -0.799 0.3 0.0 -0.2
H -1.492 -4.105 -1.319 0.2 0.1 0.2
H -2.432 -5.664 1.156 0.7 -0.6 -0.5
H -2.414 -3.895 2.465 -0.6 -0.2 0.1
H -2.733 -2.708 1.178 0.2 0.1 -0.2
H 1.163 -3.870 1.663 0.0 0.1 0.3
H 0.287 -5.142 0.885 -0.5 -0.1 0.0
H -0.032 -4.815 2.647 0.3 -0.3 0.0
H -4.054 -5.634 -0.238 -1.3 -0.3 -0.7
H -4.424 -5.039 1.140 -0.7 0.3 0.6